*a*
Formula: C2N3O3S
Source: the OMol25 dataset
Level of theory: the ωB97M-V functional and the def2-TZVPD basis

Atoms and positions in Å:
1 S 2.54 -1.83 0.03
2 O -2.89 1.05 1.73
3 O 0.19 -2.39 -1.07
4 O 0.64 2.23 -0.12
5 N 0.53 1.12 -0.42
6 N -1.11 0.63 0.33
7 N 0.91 0.19 -0.96
8 C -1.91 0.81 1.10
9 C 1.10 -1.81 -0.61

The value obtained for the frontier orbital gap is 8.2 eV. The total charge is -1. The LUMO energy comes out at 3.13 eV.

Here are the Löwdin charges for atoms 1 to 4, given in e: S 0.6373; O -0.0259; O 0.0462; O 0.0501


*b*
Formula: C2N3O3S
Source: the OMol25 dataset
Level of theory: the ωB97M-V functional and the def2-TZVPD basis

Atoms and positions in Å:
1 S -2.22 -0.69 1.52
2 O 0.49 -0.59 1.87
3 O 1.88 0.38 -1.53
4 O 1.09 -1.62 -1.18
5 N 0.99 -0.38 -1.13
6 N -1.09 2.21 -0.26
7 N -0.02 0.07 -0.53
8 C -0.46 1.26 -0.41
9 C -0.66 -0.64 1.66

The value obtained for the frontier orbital gap is 8.4 eV. The total charge is -1. The LUMO energy comes out at 3.13 eV.

Here are the Löwdin charges for atoms 1 to 4, given in e: S 0.7270; O 0.0864; O -0.0352; O -0.0383


Most stable one: *b*, least stable one: *a*.


*a*
Formula: C2H4F3P
Source: the OMol25 dataset
Level of theory: the ωB97M-V functional and the def2-TZVPD basis

Atoms and positions in Å:
1 P 0.09 1.22 -0.82
2 F 1.06 -2.54 -1.50
3 F 2.18 -1.42 -0.05
4 F 0.20 -2.00 0.43
5 C 0.96 -1.61 -0.55
6 C -0.79 1.20 0.84
7 H -0.28 2.18 1.17
8 H -1.89 1.33 0.88
9 H -1.01 1.29 -1.79
10 H -0.51 0.35 1.40

The value obtained for the frontier orbital gap (alpha / beta) is 8.6 / 7.9 eV. The LUMO energy (alpha / beta) comes out at -0.94 / -0.77 eV.

Here are the Löwdin charges for atoms 1 to 4, given in e: P 0.7791; F 0.1068; F 0.0783; F 0.1245


*b*
Formula: C2H4F3P
Source: the OMol25 dataset
Level of theory: the ωB97M-V functional and the def2-TZVPD basis

Atoms and positions in Å:
1 P 1.11 1.95 1.55
2 F 2.46 1.84 2.19
3 F 1.35 3.01 0.43
4 F 0.75 3.14 2.65
5 C -0.21 0.04 -0.14
6 C 1.14 0.25 0.49
7 H 1.39 -0.49 1.28
8 H -0.20 -0.70 -1.12
9 H -0.83 -0.54 0.62
10 H -0.63 0.95 -0.44

The value obtained for the frontier orbital gap (alpha / beta) is 8.0 / 8.0 eV. The LUMO energy (alpha / beta) comes out at -0.97 / -0.97 eV. As for the SMILES: CC=P(F)(F)F.

Here are the Löwdin charges for atoms 1 to 4, given in e: P 0.6927; F -0.1245; F -0.1493; F -0.2412


Most stable one: *b*, least stable one: *a*.


*a*
Formula: C2H3N3O3
Source: the OMol25 dataset
Level of theory: the ωB97M-V functional and the def2-TZVPD basis

Atoms and positions in Å:
1 O 0.70 -0.46 -0.20
2 O 0.32 0.99 -2.42
3 O 1.30 -0.42 1.89
4 N -0.67 0.94 -1.57
5 N -1.45 0.26 0.53
6 N 0.50 -1.07 1.00
7 C -0.89 -0.56 1.31
8 C -0.44 0.38 -0.43
9 H 2.04 -0.98 1.91
10 H -0.03 1.29 -3.26
11 H -1.23 -1.06 2.24

The value obtained for the frontier orbital gap is 9.4 eV. The LUMO energy comes out at 0.33 eV.

Here are the Löwdin charges for atoms 1 to 4, given in e: O 0.0122; O -0.0037; O 0.0286; N 0.0158


*b*
Formula: C2H3N3O3
Source: the OMol25 dataset
Level of theory: the ωB97M-V functional and the def2-TZVPD basis

Atoms and positions in Å:
1 O -0.29 -1.16 1.53
2 O 2.01 -0.22 -0.63
3 O -1.30 -2.21 -0.20
4 N -0.69 0.71 -0.95
5 N -1.28 0.04 -0.12
6 N 1.36 1.96 0.01
7 C 1.65 0.81 -0.23
8 C -0.83 -1.14 0.45
9 H -1.03 1.71 -1.00
10 H 1.51 2.51 0.83
11 H -1.12 -3.01 0.32

The value obtained for the frontier orbital gap is 9.8 eV. The LUMO energy comes out at 0.18 eV. As for the SMILES: [H]/N=N/C(=O)O.N=C=O.

Here are the Löwdin charges for atoms 1 to 4, given in e: O 0.1148; O 0.1685; O 0.1294; N 0.1013


Most stable one: *b*, least stable one: *a*.


*a*
Formula: C6H15N
Source: the OMol25 dataset
Level of theory: the ωB97M-V functional and the def2-TZVPD basis

Atoms and positions in Å:
1 N -0.03 -1.19 -0.29
2 C 0.07 -0.05 -1.31
3 C -0.21 -0.64 -2.69
4 C 1.43 0.59 -1.18
5 C -0.78 0.60 1.39
6 C -0.09 -0.76 1.07
7 C -0.65 0.81 2.92
8 H 0.41 0.55 2.99
9 H 1.52 1.57 -1.66
10 H -1.28 0.07 3.41
11 H 0.94 -0.63 1.44
12 H -0.07 -1.95 -0.94
13 H -0.81 0.55 -1.07
14 H 2.18 -0.03 -1.66
15 H 0.68 -1.21 -3.00
16 H 1.68 0.82 -0.14
17 H -1.04 -1.35 -2.57
18 H -1.81 0.51 1.05
19 H -0.24 1.32 0.78
20 H -0.50 0.10 -3.43
21 H -0.82 1.83 3.25
22 H -0.60 -1.53 1.65

As for the spin multiplicity: 2. The value obtained for the frontier orbital gap (alpha / beta) is 2.4 / 8.6 eV. The total charge is -1. The LUMO energy (alpha / beta) comes out at 3.89 / 3.96 eV.

Here are the Löwdin charges for atoms 1 to 4, given in e: N -0.0599; C -0.4954; C -0.2536; C -0.2545


*b*
Formula: C6H15N
Source: the OMol25 dataset
Level of theory: the ωB97M-V functional and the def2-TZVPD basis

Atoms and positions in Å:
1 N -0.80 -0.38 1.02
2 C -0.55 0.22 -0.27
3 C 2.54 -0.62 -0.33
4 C -1.75 0.67 -1.08
5 C 1.93 0.60 0.39
6 C 0.64 1.12 -0.27
7 C -1.94 -1.24 1.04
8 H 0.78 1.47 -1.29
9 H 2.53 -0.47 -1.41
10 H -2.92 -0.72 1.13
11 H 3.53 -0.84 0.07
12 H -2.01 -1.87 0.14
13 H 2.64 1.43 0.26
14 H -1.32 1.09 -2.00
15 H 0.22 -1.05 -2.00
16 H -2.22 1.49 -0.53
17 H -1.98 -1.85 1.95
18 H 1.66 0.27 1.39
19 H -0.31 -0.87 -0.55
20 H 0.35 1.95 0.39
21 H 1.87 -1.47 -0.16
22 H -2.46 -0.09 -1.40

As for the spin multiplicity: 2. The value obtained for the frontier orbital gap (alpha / beta) is 5.8 / 5.9 eV. The total charge is -1. The LUMO energy (alpha / beta) comes out at 4.26 / 4.25 eV.

Here are the Löwdin charges for atoms 1 to 4, given in e: N -0.0852; C -0.6306; C -0.1702; C -0.1184


Most stable one: *a*, least stable one: *b*.


*a*
Formula: C3H4NP
Source: the OMol25 dataset
Level of theory: the ωB97M-V functional and the def2-TZVPD basis

Atoms and positions in Å:
1 P -1.41 0.03 -0.13
2 N 0.96 0.97 -0.21
3 C -0.05 -1.13 -0.18
4 C -0.20 1.38 0.15
5 C 1.10 -0.40 -0.25
6 H 2.04 -0.73 -0.44
7 H -0.45 2.45 0.17
8 H -2.05 -0.33 1.19
9 H 0.07 -2.25 -0.29

The value obtained for the frontier orbital gap is 9.5 eV. The LUMO energy comes out at 0.28 eV. As for the SMILES: C1=NC=[PH]=C1.

Here are the Löwdin charges for atoms 1 to 4, given in e: P 0.8772; N -0.0531; C -0.3456; C -0.3881


*b*
Formula: C3H4NP
Source: the OMol25 dataset
Level of theory: the ωB97M-V functional and the def2-TZVPD basis

Atoms and positions in Å:
1 P -1.21 2.11 -0.42
2 N 2.16 2.84 0.93
3 C 0.46 -0.11 0.13
4 C 0.28 1.37 0.13
5 C 1.29 2.15 0.64
6 H 0.59 -0.40 1.16
7 H 1.19 -0.49 -0.51
8 H -1.99 0.88 -0.57
9 H -0.46 -0.60 -0.08

The value obtained for the frontier orbital gap is 8.5 eV. The LUMO energy comes out at -1.14 eV. As for the SMILES: [H]/P=C(\C)C#N.

Here are the Löwdin charges for atoms 1 to 4, given in e: P 0.8997; N 0.1718; C -0.1391; C -0.6638


Most stable one: *a*, least stable one: *b*.


*a*
Formula: C2H6Se
Source: the OMol25 dataset
Level of theory: the ωB97M-V functional and the def2-TZVPD basis

Atoms and positions in Å:
1 Se 0.05 1.70 0.71
2 C 0.30 -1.14 -1.22
3 C -0.72 1.11 2.25
4 H -0.04 -2.14 -0.95
5 H 0.23 0.64 2.78
6 H 1.00 -1.17 -2.14
7 H -0.60 -0.48 -1.37
8 H 0.81 -1.04 -0.32
9 H -1.03 2.52 0.26

The value obtained for the frontier orbital gap is 8.7 eV. The LUMO energy comes out at -0.43 eV.

Here are the Löwdin charges for atoms 1 to 4, given in e: Se 0.7443; C -0.0986; C -0.4365; H 0.0102


*b*
Formula: C2H6Se
Source: the OMol25 dataset
Level of theory: the ωB97M-V functional and the def2-TZVPD basis

Atoms and positions in Å:
1 Se -2.00 -0.04 0.13
2 C -0.18 -0.73 -0.06
3 C 0.85 0.34 -0.43
4 H 1.78 -0.27 -0.49
5 H 0.76 1.25 0.29
6 H 0.76 0.83 -1.38
7 H 0.14 -1.21 0.91
8 H -0.22 -1.30 -0.93
9 H -1.89 1.12 1.94

The value obtained for the frontier orbital gap is 7.9 eV. The LUMO energy comes out at -0.89 eV.

Here are the Löwdin charges for atoms 1 to 4, given in e: Se 0.5656; C -0.6865; C -0.2197; H 0.0738


*c*
Formula: C2H6Se
Source: the OMol25 dataset
Level of theory: the ωB97M-V functional and the def2-TZVPD basis

Atoms and positions in Å:
1 Se 1.41 0.29 0.07
2 C 0.09 0.03 -1.33
3 C 0.34 -0.18 1.50
4 H 0.72 -0.23 2.47
5 H -0.12 -1.00 -1.86
6 H -1.68 0.87 0.95
7 H -0.37 -0.92 1.44
8 H 0.47 0.64 -2.27
9 H -0.86 0.50 -0.97

The value obtained for the frontier orbital gap (alpha / beta) is 7.3 / 9.1 eV. The LUMO energy (alpha / beta) comes out at -0.36 / -0.01 eV.

Here are the Löwdin charges for atoms 1 to 4, given in e: Se 0.8556; C -0.4878; C -0.4558; H -0.0392


Most stable one: *b*, least stable one: *c*.